Entry 1:
Below is 2 unconnected molecules or ions with the total composition C6H16N2O in a non-equilibrium geometry, with properties calculated with ωB97M-V/def2-TZVPD.

Structure (XYZ):
```
25
Properties=species:S:1:pos:R:3
C -1.869 0.208 0.211
C 2.571 -0.009 -0.498
C -1.486 0.189 1.690
C -3.230 0.874 0.012
C -1.862 -1.214 -0.345
C 3.817 0.354 -1.232
N 2.105 -1.233 -0.523
N 1.807 0.963 0.063
O 1.329 -1.620 0.478
H 2.682 -1.960 -0.952
H -1.117 0.788 -0.338
H 1.063 0.589 0.643
H 2.254 1.797 0.404
H -1.358 1.200 2.080
H -2.265 -0.300 2.275
H -0.565 -0.375 1.831
H -3.482 0.930 -1.047
H -4.009 0.303 0.517
H -3.233 1.884 0.418
H -2.094 -1.215 -1.409
H -2.603 -1.825 0.168
H -0.882 -1.663 -0.194
H 4.051 -0.383 -1.997
H 3.718 1.323 -1.719
H 4.657 0.396 -0.536
```

Maximum force (Eh/bohr): 0.0446
LUMO (spin up / spin down) (eV): 0.65 / 0.65
Kohn-Sham gap (spin up / spin down) (eV): 8.31 / 8.30
DFT total energy (eV): -11507.471

Just the Mulliken charges please, in e? Sure, here they are:
1 C 1.151
2 C 0.574
3 C -1.562
4 C -1.573
5 C -1.396
6 C -1.217
7 N 0.086
8 N -0.368
9 O -0.687
10 H 0.219
11 H 0.077
12 H 0.212
13 H 0.242
14 H 0.330
15 H 0.427
16 H 0.374
17 H 0.383
18 H 0.347
19 H 0.386
20 H 0.362
21 H 0.361
22 H 0.315
23 H 0.353
24 H 0.324
25 H 0.280

=====

Entry 2:
Below is 2 unconnected molecules or ions with the total composition C6H16N2O in a non-equilibrium geometry, with properties calculated with ωB97M-V/def2-TZVPD.

Structure (XYZ):
```
25
Properties=species:S:1:pos:R:3
N 0.639 0.480 2.839
C -0.041 -0.430 1.959
C 0.738 -0.989 0.788
N 0.505 -2.378 0.452
O 2.118 -0.749 0.951
H 0.565 1.430 2.491
H 1.625 0.269 2.943
H -0.892 0.216 1.390
H -0.480 -1.232 2.556
H 0.378 -0.394 -0.127
H -0.411 -2.506 0.043
H 0.589 -2.971 1.271
H 2.574 -1.243 0.260
C -1.380 1.312 -0.163
C -0.680 0.835 -1.223
C -1.270 -0.190 -2.153
C 0.558 1.523 -1.734
H -1.092 2.248 0.295
H -2.420 1.048 -0.031
H -2.180 -0.625 -1.740
H -1.525 0.262 -3.111
H -0.553 -0.996 -2.342
H 0.326 2.134 -2.607
H 1.002 2.157 -0.969
H 1.306 0.788 -2.039
```

Maximum force (Eh/bohr): 0.0564
Structure (SMILES): NC[C@H](N)O.C=C(C)C
LUMO (eV): 0.81
Kohn-Sham gap (eV): 9.37
DFT total energy (eV): -11507.690

Just the Mulliken charges please, in e? Sure, here they are:
1 N -0.636
2 C -0.453
3 C 1.559
4 N -0.740
5 O -0.584
6 H 0.257
7 H 0.275
8 H 0.069
9 H 0.296
10 H -0.888
11 H 0.218
12 H 0.214
13 H 0.371
14 C -1.244
15 C 1.089
16 C -1.320
17 C -1.311
18 H 0.370
19 H 0.392
20 H 0.348
21 H 0.397
22 H 0.291
23 H 0.413
24 H 0.338
25 H 0.277

=====

Entry 3:
Below is 2 unconnected molecules or ions with the total composition C6H16N2P in a non-equilibrium geometry, with properties calculated with ωB97M-V/def2-TZVPD.

Structure (XYZ):
```
25
Properties=species:S:1:pos:R:3
C -3.106 0.046 -0.026
C 1.881 1.458 0.610
C 0.499 -0.542 1.107
C 2.316 -0.663 -0.522
C -3.049 -1.390 -0.278
C 1.195 0.215 0.047
N 0.250 0.609 -1.130
N -4.253 -0.808 0.200
P -2.414 1.566 0.108
H 2.908 1.125 1.105
H 2.040 2.186 -0.160
H 1.322 1.883 1.453
H 0.132 -1.407 0.700
H -0.249 0.126 1.643
H 1.238 -0.727 1.842
H 2.966 -1.018 0.375
H 2.043 -1.433 -1.189
H 3.008 -0.059 -1.169
H -2.605 -1.853 0.573
H -2.877 -1.904 -1.144
H 0.333 -0.215 -1.749
H -4.981 -0.727 -0.440
H 0.452 1.551 -1.541
H -3.530 2.068 0.815
H -0.660 0.708 -0.726
```

Maximum force (Eh/bohr): 0.0702
LUMO (eV): -3.21
Kohn-Sham gap (eV): 9.25
DFT total energy (eV): -18740.506
Charge: +1

Just the Mulliken charges please, in e? Sure, here they are:
1 C 0.145
2 C -1.450
3 C -1.698
4 C -1.587
5 C -0.155
6 C 1.185
7 N 0.028
8 N -0.443
9 P -0.149
10 H 0.319
11 H 0.463
12 H 0.371
13 H 0.423
14 H 0.374
15 H 0.516
16 H 0.363
17 H 0.494
18 H 0.413
19 H 0.192
20 H 0.371
21 H 0.429
22 H 0.250
23 H 0.415
24 H 0.104
25 H -0.371

=====

Entry 4:
Below is a gas-phase ion, C6H16N3S2 (charge +1) in a non-equilibrium geometry, with properties calculated with ωB97M-V/def2-TZVPD.

Structure (XYZ):
```
27
Properties=species:S:1:pos:R:3
C -2.084 0.112 -0.674
C -1.349 -1.161 -0.273
C 1.001 1.309 0.412
C 0.651 -2.102 0.415
C -2.132 3.456 1.542
C 2.621 -1.042 -1.678
N -1.838 1.136 0.300
N 0.218 0.124 0.791
N 0.124 -0.876 -0.070
S -1.571 2.665 -0.027
S 0.866 -0.681 -1.831
H -1.818 0.246 -1.705
H -3.175 0.014 -0.758
H -1.693 -1.256 0.779
H -1.511 -1.897 -1.083
H 0.421 1.867 -0.192
H 1.119 1.908 1.331
H 1.889 0.872 -0.029
H 0.251 -2.887 -0.438
H 1.747 -2.022 0.492
H 0.216 -2.339 1.422
H -2.983 4.008 1.164
H -1.365 4.196 1.856
H -2.398 2.689 2.250
H 2.974 -0.767 -2.718
H 3.024 -1.983 -1.284
H 3.054 -0.332 -1.079
```

Maximum force (Eh/bohr): 0.1006
LUMO (spin up / spin down) (eV): -4.69 / -4.69
Kohn-Sham gap (spin up / spin down) (eV): 7.38 / 7.39
DFT total energy (eV): -32609.339
Charge: +1

Just the Mulliken charges please, in e? Sure, here they are:
1 C -0.751
2 C -0.567
3 C -0.502
4 C -0.711
5 C -0.816
6 C -1.012
7 N -0.091
8 N -0.999
9 N 0.793
10 S 0.145
11 S 0.094
12 H 0.387
13 H 0.463
14 H 0.388
15 H 0.378
16 H 0.340
17 H 0.268
18 H 0.154
19 H 0.322
20 H 0.307
21 H 0.325
22 H 0.353
23 H 0.306
24 H 0.317
25 H 0.353
26 H 0.357
27 H 0.399

=====

Entry 5:
Below is 2 unconnected molecules or ions with the total composition C6H16N4 in a non-equilibrium geometry, with properties calculated with ωB97M-V/def2-TZVPD.

Structure (XYZ):
```
26
Properties=species:S:1:pos:R:3
C 3.270 -0.630 -0.425
C 2.020 0.028 0.156
C 1.428 1.031 -0.852
N 0.401 1.947 -0.371
C 1.018 -1.056 0.570
N -0.152 -0.511 1.262
H 3.722 -1.338 0.281
H 4.027 0.120 -0.679
H 3.025 -1.178 -1.344
H 2.309 0.589 1.064
H 1.015 0.465 -1.694
H 2.252 1.629 -1.269
H 0.799 2.566 0.344
H -0.317 1.387 0.110
H 0.666 -1.557 -0.343
H 1.548 -1.825 1.159
H 0.132 -0.154 2.173
H -0.808 -1.263 1.449
C -3.234 1.279 0.529
N -2.518 0.248 0.389
N -2.587 -0.385 -0.840
C -3.408 -1.343 -0.929
H -3.179 1.845 1.483
H -3.914 1.654 -0.249
H -4.065 -1.650 -0.095
H -3.452 -1.896 -1.880
```

Maximum force (Eh/bohr): 0.0204
Structure (SMILES): CC(CN)CN.C=NN=C
LUMO (eV): 0.97
Kohn-Sham gap (eV): 9.21
DFT total energy (eV): -12439.549

Just the Mulliken charges please, in e? Sure, here they are:
1 C -1.607
2 C 0.829
3 C -0.881
4 N -0.620
5 C -0.920
6 N -0.383
7 H 0.403
8 H 0.398
9 H 0.335
10 H 0.152
11 H 0.347
12 H 0.381
13 H 0.265
14 H 0.207
15 H 0.349
16 H 0.338
17 H 0.178
18 H 0.237
19 C -0.390
20 N -0.049
21 N -0.295
22 C -0.357
23 H 0.248
24 H 0.281
25 H 0.293
26 H 0.262

=====

Entry 6:
Below is a single C6H16N4O2 molecule in a non-equilibrium geometry, with properties calculated with ωB97M-V/def2-TZVPD.

Structure (XYZ):
```
28
Properties=species:S:1:pos:R:3
C 3.351 -1.298 0.536
C 2.750 0.041 1.019
O 1.484 0.429 0.371
C 0.443 -0.350 0.768
O 0.558 -1.436 1.322
N -0.652 0.260 0.439
N -0.675 1.306 -0.423
C -1.734 2.312 -0.067
C -0.261 0.947 -1.806
N -1.968 -0.496 0.614
C -2.163 -1.489 -0.493
N -2.081 -1.204 1.791
H 3.205 -2.206 1.083
H 2.833 -1.345 -0.486
H 4.380 -1.196 0.393
H 3.399 0.939 0.926
H 2.449 0.022 2.182
H -2.605 1.712 0.121
H -1.378 2.808 0.892
H -1.927 3.147 -0.726
H 0.795 0.702 -1.719
H -0.834 0.139 -2.306
H -0.226 1.931 -2.508
H -2.117 -0.951 -1.372
H -1.340 -2.072 -0.415
H -3.024 -1.965 -0.103
H -1.311 -1.904 1.959
H -2.306 -0.638 2.684
```

Maximum force (Eh/bohr): 0.0890
Structure (SMILES): CCOC(=O)N(N(C)C)N(C)N
LUMO (eV): 0.93
Kohn-Sham gap (eV): 9.15
DFT total energy (eV): -16532.241

Just the Mulliken charges please, in e? Sure, here they are:
1 C -0.958
2 C -0.259
3 O -0.398
4 C 0.767
5 O -0.650
6 N 0.571
7 N -0.219
8 C -0.843
9 C -0.726
10 N -0.160
11 C -1.147
12 N -0.722
13 H 0.245
14 H 0.227
15 H 0.360
16 H 0.342
17 H 0.255
18 H 0.345
19 H 0.242
20 H 0.291
21 H 0.248
22 H 0.226
23 H 0.280
24 H 0.315
25 H 0.430
26 H 0.430
27 H 0.266
28 H 0.243

=====

Entry 7:
Below is 2 unconnected molecules or ions with the total composition C6H16N4O3S in a non-equilibrium geometry, with properties calculated with ωB97M-V/def2-TZVPD.

Structure (XYZ):
```
30
Properties=species:S:1:pos:R:3
C -0.460 -2.314 0.013
C -1.142 -3.470 0.670
C -0.200 1.151 -2.542
C -1.829 0.880 1.638
C -0.726 2.461 0.189
C -0.795 -0.039 -0.309
N 4.520 -0.140 0.641
N -1.052 -1.190 0.253
N -0.316 0.024 -1.589
N -1.063 1.067 0.354
O 0.528 -2.543 -0.637
O 2.296 1.050 0.697
O 2.631 -0.914 -0.838
S 2.851 -0.288 0.658
H -1.303 -3.224 1.731
H -0.690 -4.392 0.562
H -1.986 -3.689 0.125
H -1.159 1.625 -2.830
H 0.447 1.921 -2.239
H -0.013 0.668 -3.479
H -1.524 1.830 2.267
H -2.906 0.761 1.438
H -1.512 -0.066 2.088
H 0.413 2.538 -0.022
H -1.351 2.676 -0.702
H -1.103 3.126 1.031
H 4.960 -0.594 -0.248
H 4.802 0.760 0.688
H 1.876 -1.497 -0.794
H 0.180 -0.767 -1.958
```

Maximum force (Eh/bohr): 0.1077
LUMO (eV): 0.75
Kohn-Sham gap (eV): 9.76
DFT total energy (eV): -29417.852

Just the Mulliken charges please, in e? Sure, here they are:
1 C 0.700
2 C -1.387
3 C -1.093
4 C -0.870
5 C -0.953
6 C 0.582
7 N -0.576
8 N -0.522
9 N -0.123
10 N 0.146
11 O -0.790
12 O -0.561
13 O -0.541
14 S 0.671
15 H 0.299
16 H 0.463
17 H 0.343
18 H 0.343
19 H 0.321
20 H 0.380
21 H 0.356
22 H 0.249
23 H 0.302
24 H 0.128
25 H 0.374
26 H 0.428
27 H 0.279
28 H 0.258
29 H 0.462
30 H 0.330

=====

Entry 8:
Below is 2 unconnected molecules or ions with the total composition C6H16N4S in a non-equilibrium geometry, with properties calculated with ωB97M-V/def2-TZVPD.

Structure (XYZ):
```
27
Properties=species:S:1:pos:R:3
C -0.388 -2.744 -1.134
C -2.724 0.310 0.415
C -0.971 1.770 1.327
C -0.642 -1.171 -1.184
C -1.291 0.817 0.195
C -0.431 -0.459 0.168
N 1.804 0.264 -0.250
N 3.165 1.754 -1.090
N 1.037 -0.376 0.415
N 2.948 0.475 -0.593
S 3.877 0.124 1.978
H 0.486 -2.867 -0.599
H -1.198 -2.912 -0.456
H -0.333 -3.122 -2.102
H -2.775 -0.424 -0.384
H -3.549 0.981 0.194
H -2.881 -0.161 1.389
H -1.259 1.331 2.315
H -1.499 2.673 1.104
H 0.081 1.957 1.420
H 0.140 -0.735 -1.889
H -1.628 -1.130 -1.582
H -1.312 1.431 -0.667
H -0.794 -1.174 0.986
H 2.908 2.631 -0.603
H 4.044 1.868 -1.574
H 3.184 -1.109 2.198
```

Maximum force (Eh/bohr): 0.0860
LUMO (spin up / spin down) (eV): -0.43 / -1.36
Kohn-Sham gap (spin up / spin down) (eV): 8.22 / 6.30
DFT total energy (eV): -23270.582

Just the Mulliken charges please, in e? Sure, here they are:
1 C -1.412
2 C -1.384
3 C -1.550
4 C -0.584
5 C 0.392
6 C 0.199
7 N 1.013
8 N -0.361
9 N -0.301
10 N -0.799
11 S -0.304
12 H 0.390
13 H 0.352
14 H 0.400
15 H 0.331
16 H 0.396
17 H 0.349
18 H 0.296
19 H 0.458
20 H 0.361
21 H 0.343
22 H 0.402
23 H 0.310
24 H 0.105
25 H 0.204
26 H 0.269
27 H 0.123